{"formula": "C12H16N11O2S2W", "method": "ωB97M-V with the def2-TZVPD basis set", "charge": 3, "e_lumo_ha": [-0.3890, -0.4119], "s_squared": 2.03, "e_above_lowest_kj_mol": 0.0, "e_homo_ev": [-16.87, -17.91], "multiplicity": 3, "elements": ["W", "N", "C", "S", "N", "N", "C", "C", "C", "C", "C", "C", "N", "H", "H", "H", "H", "H", "H", "H", "N", "N", "C", "N", "N", "N", "O", "O", "H", "H", "H", "H", "H", "S", "C", "N", "C", "C", "C", "N", "H", "H", "H", "H"], "xyz": [[0.146, -0.558, 1.335], [-2.223, 1.352, 4.574], [-1.500, 1.023, 3.524], [-0.559, -0.464, 3.592], [-1.462, 1.854, 2.482], [-0.590, 1.425, 1.576], [-0.149, 2.201, 0.621], [1.055, 1.685, 0.003], [1.490, 2.215, -1.274], [2.389, 1.641, -2.084], [3.212, 0.464, -1.645], [2.981, 0.124, 0.524], [1.616, 0.705, 0.726], [-2.272, 0.767, 5.394], [-2.696, 2.246, 4.595], [-0.537, 3.200, 0.458], [0.960, 3.096, -1.613], [2.604, 2.084, -3.048], [4.035, 0.228, -2.315], [3.480, 0.052, 1.488], [-0.253, -2.822, 1.735], [0.422, -3.629, 0.789], [1.510, -3.071, 0.227], [2.335, -3.752, -0.524], [1.658, -1.754, 0.495], [2.785, -1.180, -0.099], [3.754, 0.793, -0.363], [2.374, -0.686, -1.425], [0.050, -3.083, 2.678], [-1.251, -3.024, 1.665], [0.298, -4.632, 0.847], [2.216, -4.737, -0.713], [3.142, -3.281, -0.913], [-1.974, -0.988, 0.264], [-2.258, 0.037, -1.151], [-3.130, 1.061, -0.993], [-3.573, 1.788, -2.038], [-3.103, 1.482, -3.291], [-2.191, 0.436, -3.384], [-1.774, -0.272, -2.325], [-3.507, 1.234, -0.065], [-4.287, 2.572, -1.822], [-3.439, 2.028, -4.160], [-1.783, 0.139, -4.343]], "forces_ev_per_angstrom": [[-0.1, -0.5, 0.3], [0.0, 0.0, 0.0], [-0.2, 0.3, 0.0], [0.0, 0.0, 0.0], [0.1, -0.3, -0.1], [0.0, 0.2, 0.0], [0.1, 0.0, 0.1], [0.2, 0.1, 0.1], [-0.1, 0.0, 0.0], [0.0, 0.0, -0.1], [0.0, 0.0, 0.0], [0.0, 0.1, 0.0], [0.1, 0.0, -0.3], [0.0, 0.0, 0.0], [0.0, 0.0, 0.0], [0.0, 0.0, 0.0], [0.0, 0.0, 0.0], [0.0, 0.0, 0.0], [0.0, 0.0, 0.0], [0.0, 0.0, 0.0], [0.1, 0.0, 0.0], [0.0, 0.0, 0.0], [0.1, 0.0, 0.1], [0.0, 0.0, 0.0], [-0.1, 0.0, -0.4], [-0.1, 0.0, 0.0], [0.0, 0.0, 0.0], [0.0, 0.0, 0.0], [-0.1, 0.0, 0.0], [0.0, 0.0, 0.0], [0.0, 0.0, 0.0], [0.0, 0.0, 0.0], [0.0, 0.0, 0.0], [0.0, 0.1, 0.0], [0.0, 0.0, 0.1], [-0.1, -0.1, 0.0], [0.0, 0.0, 0.0], [0.0, 0.0, 0.0], [0.1, 0.0, 0.0], [0.1, 0.1, 0.0], [0.0, 0.0, 0.0], [0.0, 0.0, 0.0], [0.0, 0.0, 0.0], [0.0, 0.0, 0.0]], "lowdin_charge": [1.23, 0.17, -0.74, 0.70, 0.05, -0.26, -0.05, -0.21, 0.02, 0.10, -0.24, -0.30, -0.03, 0.13, 0.15, 0.15, 0.13, 0.14, 0.18, 0.19, -0.10, 0.06, -0.37, 0.28, -0.09, -0.02, 0.08, 0.00, 0.12, 0.09, 0.19, 0.16, 0.15, 0.70, -0.68, 0.11, 0.03, 0.04, -0.01, 0.12, 0.17, 0.16, 0.14, 0.14]}